[1]
Computed, not measured: a 2-piece molecular cluster, C2H8N4O overall in a non-equilibrium geometry, with ωB97M-V with the def2-TZVPD basis set.

Calculated values
- HOMO energy (alpha / beta) (eV) = -19.43 / -19.13
- F_max (Eh/bohr) = 0.07458
- energy above the lowest of the compared OMol25 structures with the same formula, charge and spin (kcal/mol) = 96.4

The geometry in ORCA input format:
```
! wB97M-V def2-TZVPD RIJCOSX def2/J DEFGRID3
* xyz 2 1
N 1.10164 1.78724 -0.83307
N -0.54124 -1.80817 1.98928
H -1.20413 0.41164 -2.42593
H 2.19237 -1.60967 -0.12773
C -0.96868 -0.94061 1.17606
C 0.30386 0.75830 -1.02780
H 0.78599 2.70923 -1.08149
O 1.88387 -0.62318 -0.10535
H -1.24884 -2.19177 2.73013
H -2.06868 -0.60660 1.16276
H 0.51462 -1.92946 1.87415
H -0.81533 2.04493 -1.91369
N 0.74731 -0.50363 -0.69949
H 1.92781 1.66065 -0.24683
N -0.79973 1.04781 -1.74922
*
```

---

[2]
Computed, not measured: C2H8N4O2Sn as an isolated structure in a non-equilibrium geometry, with ωB97M-V with the def2-TZVPD basis set.

Calculated values
- HOMO energy (alpha / beta) (eV) = -11.29 / -13.74
- F_max (Eh/bohr) = 0.14429
- energy above the lowest of the compared OMol25 structures with the same formula, charge and spin (kcal/mol) = 20.2

The geometry in ORCA input format:
```
! wB97M-V def2-TZVPD RIJCOSX def2/J DEFGRID3
* xyz 1 2
H -0.64145 2.73131 0.06461
O 1.06829 -1.57227 -0.80473
C 0.71512 1.49398 0.84245
N -0.79151 -1.91139 0.37222
H -1.97130 -1.56716 -1.48471
H -1.65805 -2.37328 0.13584
H 0.78237 1.56785 2.57771
O 1.73866 0.77976 0.75454
H 0.22331 1.55716 -1.01320
Sn 3.32250 0.17794 -1.60837
N -0.99854 -1.67312 -1.73495
H -0.79089 1.86549 2.23159
N -0.05505 1.92915 -0.11641
C -0.16596 -1.69285 -0.72642
H -0.27376 -1.94449 1.23879
H -0.66005 -1.34707 -2.62894
N 0.15637 1.97895 1.90004
*
```

---

[3]
Computed, not measured: one molecule with the formula C2H8N4O3 in a non-equilibrium geometry, with ωB97M-V with the def2-TZVPD basis set.

Calculated values
- HOMO energy (eV) = -8.88
- F_max (Eh/bohr) = 0.02257
- energy above the lowest of the compared OMol25 structures with the same formula, charge and spin (kcal/mol) = 26.0

The geometry in ORCA input format:
```
! wB97M-V def2-TZVPD RIJCOSX def2/J DEFGRID3
* xyz 0 1
N -0.64034 -0.00957 -0.46833
N 0.28630 -1.01820 1.63403
O 0.53235 1.22669 1.00737
C -0.29166 0.19507 1.11199
H -0.36343 -1.93244 -0.19390
H 1.28625 -0.89609 -1.79323
O 0.27680 2.01719 -1.38077
H -1.84347 1.23360 1.53121
H -1.71138 -1.55171 -1.09568
N -0.73247 -1.33852 -0.94159
H -0.26118 -1.40004 2.39401
H -0.10959 2.44624 -0.59799
N 1.37834 0.10351 -1.67988
O -1.47975 0.39142 1.83393
H 2.02835 0.63818 -2.23174
H 1.24094 -0.83385 1.91136
C 0.40395 0.72852 -1.04078
*
```

---

[4]
Computed, not measured: one molecule with the formula C2H8N4S2 in a non-equilibrium geometry, with ωB97M-V with the def2-TZVPD basis set.

Calculated values
- HOMO energy (eV) = -8.11
- F_max (Eh/bohr) = 0.03293
- energy above the lowest of the compared OMol25 structures with the same formula, charge and spin (kcal/mol) = 0.0

The geometry in ORCA input format:
```
! wB97M-V def2-TZVPD RIJCOSX def2/J DEFGRID3
* xyz 0 1
H -0.51812 3.63993 0.60963
S -0.72364 -3.65390 -0.55052
H -0.53954 -0.36526 1.94635
N -0.20984 -0.02078 1.04469
H -1.10094 -3.20086 -1.77651
N -0.91793 -2.19830 0.35226
C -0.10615 -1.07995 0.07839
N 1.38365 0.06957 -1.12905
C 0.04544 2.67557 0.53557
H 0.56228 2.63908 -0.43967
H 2.14044 -0.09358 -1.78452
S -1.19549 1.35540 0.62131
H 1.73409 0.53295 -0.28952
H 0.75690 2.58873 1.37048
N 0.58642 -1.02233 -0.99509
H -1.89756 -1.86626 0.40621
*
```

---

[5]
Computed, not measured: a 2-piece molecular cluster, C2H8N5 overall in a non-equilibrium geometry, with ωB97M-V with the def2-TZVPD basis set.

Calculated values
- HOMO energy (alpha / beta) (eV) = -13.34 / -13.36
- F_max (Eh/bohr) = 0.07642
- energy above the lowest of the compared OMol25 structures with the same formula, charge and spin (kcal/mol) = 131.1

The geometry in ORCA input format:
```
! wB97M-V def2-TZVPD RIJCOSX def2/J DEFGRID3
* xyz 1 1
C 0.74091 0.43641 -2.57424
N -1.44998 -1.10751 0.16194
H -0.11615 0.12315 2.97645
H 0.65180 0.65084 -3.67212
H 2.46639 0.28229 0.24939
N -0.19235 0.06071 -1.87928
N 1.68110 0.39624 0.88674
N -0.17000 -0.78766 -0.07384
H -1.26551 -0.14247 1.66986
H -2.02876 -0.26932 -0.03889
C 0.50524 -0.03128 0.81981
H -0.35381 1.38173 2.10396
N -0.44414 0.34941 2.06859
H -1.88041 -1.83577 -0.49414
H 1.85566 0.49322 -2.20421
*
```

---

[6]
Computed, not measured: a 2-piece molecular cluster, C2H8NO overall, with ωB97M-V with the def2-TZVPD basis set.

Calculated values
- HOMO energy (alpha / beta) (eV) = -5.46 / -10.02
- F_max (Eh/bohr) = 0.01022
- energy above the lowest of the compared OMol25 structures with the same formula, charge and spin (kcal/mol) = 4.9

The geometry in ORCA input format:
```
! wB97M-V def2-TZVPD RIJCOSX def2/J DEFGRID3
* xyz 0 2
H 2.72223 1.63526 -0.30566
O 1.81127 1.67784 -0.60383
H -1.30069 0.07854 1.63312
H 0.13647 -1.70325 -0.45418
H 1.81548 2.06519 -1.48844
C 0.05613 -1.37944 0.59030
H 1.06474 -1.11069 0.91724
C -0.92231 -0.26666 0.68976
H -1.56213 -0.11962 -1.36217
H -2.06005 1.11152 -0.33267
H -0.24195 -2.26534 1.15799
N -1.51921 0.27668 -0.44146
*
```

---

[7]
Computed, not measured: a 2-piece molecular cluster, C2H8NO overall in a non-equilibrium geometry, with ωB97M-V with the def2-TZVPD basis set.

Calculated values
- HOMO energy (eV) = -16.00
- F_max (Eh/bohr) = 0.05982
- energy above the lowest of the compared OMol25 structures with the same formula, charge and spin (kcal/mol) = 11.0

The geometry in ORCA input format:
```
! wB97M-V def2-TZVPD RIJCOSX def2/J DEFGRID3
* xyz 1 1
N -0.73137 0.09683 0.36281
H 0.00187 -2.26127 -1.61521
H -0.29711 0.61799 1.09090
C 0.01782 -0.45288 -0.52726
C -0.52160 -1.27615 -1.53564
O 1.11112 1.71352 1.96990
H 1.50395 1.57943 2.89661
H -1.63852 -1.41659 -1.33740
H 1.65136 2.31875 1.42710
H -1.79956 0.03583 0.26521
H -0.37840 -0.71566 -2.51403
H 1.08043 -0.23977 -0.48299
*
```

---

[8]
Computed, not measured: a 2-piece molecular cluster, C2H8NO2 overall in a non-equilibrium geometry, with ωB97M-V with the def2-TZVPD basis set.

Calculated values
- HOMO energy (eV) = -3.56
- F_max (Eh/bohr) = 0.05413
- energy above the lowest of the compared OMol25 structures with the same formula, charge and spin (kcal/mol) = 29.7

The geometry in ORCA input format:
```
! wB97M-V def2-TZVPD RIJCOSX def2/J DEFGRID3
* xyz -1 1
H 1.58155 0.50994 0.19697
N 0.28643 1.19571 -1.46361
H -1.42048 0.23623 0.45133
C 0.51854 0.99868 0.00672
H 0.54830 0.35800 -1.92893
H 0.37706 2.11648 0.37412
O 0.11344 -2.10279 -0.72410
H -0.04770 -1.63874 0.66318
C -0.46667 0.25359 1.04027
H 0.01820 -3.01793 -0.49034
H -0.71397 1.24900 -1.63367
H -0.80612 0.88165 1.97354
O 0.01142 -1.03983 1.53453
*
```

---

[9]
Computed, not measured: C2H8NO2 as an isolated structure in a non-equilibrium geometry, with ωB97M-V with the def2-TZVPD basis set.

Calculated values
- HOMO energy (eV) = -3.96
- F_max (Eh/bohr) = 0.07995
- energy above the lowest of the compared OMol25 structures with the same formula, charge and spin (kcal/mol) = 31.3

The geometry in ORCA input format:
```
! wB97M-V def2-TZVPD RIJCOSX def2/J DEFGRID3
* xyz -1 1
H 0.26177 -1.32397 -0.85192
O 1.21688 -0.99565 0.74801
H 0.80971 1.38346 0.34071
C 0.36575 0.82819 -0.54963
C 0.96346 -0.52609 -0.53971
H 0.61140 1.43161 -1.43273
H 1.85104 -0.44481 -1.22197
H -1.37849 0.53209 0.37519
N -1.21159 0.82589 -0.62839
O -0.95641 -0.27035 1.60920
H 0.19654 -0.66614 1.24043
H -1.53427 -0.79483 2.06979
H -1.19580 0.02060 -1.15898
*
```

---

[10]
Computed, not measured: a 2-piece molecular cluster, C2H8NO2 overall in a non-equilibrium geometry, with ωB97M-V with the def2-TZVPD basis set.

Calculated values
- HOMO energy (eV) = -15.75
- F_max (Eh/bohr) = 0.02769
- energy above the lowest of the compared OMol25 structures with the same formula, charge and spin (kcal/mol) = 16.0

The geometry in ORCA input format:
```
! wB97M-V def2-TZVPD RIJCOSX def2/J DEFGRID3
* xyz 1 1
H -1.27181 -2.48904 -0.53321
H 0.04386 -0.73984 0.47615
H 0.38981 -2.22857 1.12785
O 0.30234 0.83306 0.30413
H 0.66556 2.51831 -2.08744
H -0.55102 -0.99418 1.92582
H 1.61020 2.36658 0.02762
C 0.90203 1.63196 -0.36241
H -1.90391 -2.92556 1.05120
H -2.31664 -1.35662 0.34477
C -1.53156 -2.10628 0.44219
N -0.32939 -1.51265 1.08045
O 0.76804 1.64041 -1.68435
*
```

---

[11]
Computed, not measured: a 2-piece molecular cluster, C2H8NO2 overall in a non-equilibrium geometry, with ωB97M-V with the def2-TZVPD basis set.

Calculated values
- HOMO energy (alpha / beta) (eV) = -12.11 / -11.99
- F_max (Eh/bohr) = 0.06874
- energy above the lowest of the compared OMol25 structures with the same formula, charge and spin (kcal/mol) = 114.2

The geometry in ORCA input format:
```
! wB97M-V def2-TZVPD RIJCOSX def2/J DEFGRID3
* xyz 1 1
H -0.74999 1.73353 1.96529
H 1.17626 -1.28416 -2.55196
H -0.51691 -2.12603 -1.05932
H -1.12066 -0.45657 -1.23401
O 1.37774 0.70431 0.49501
H 2.21176 0.39914 0.97500
H -1.80648 0.84776 0.98924
C 0.24571 -0.02666 0.89333
N -0.83218 1.09962 1.11001
C -0.36287 -1.15629 -1.34272
H -0.49024 1.75810 0.27459
O 0.51769 -0.72902 -2.20510
H 0.35019 -0.76374 1.69066
*
```

---

[12]
Computed, not measured: a 2-piece molecular cluster, C2H8NO2P overall in a non-equilibrium geometry, with ωB97M-V with the def2-TZVPD basis set.

Calculated values
- HOMO energy (alpha / beta) (eV) = -8.93 / -8.40
- F_max (Eh/bohr) = 0.03488
- energy above the lowest of the compared OMol25 structures with the same formula, charge and spin (kcal/mol) = 110.9

The geometry in ORCA input format:
```
! wB97M-V def2-TZVPD RIJCOSX def2/J DEFGRID3
* xyz 0 1
H 2.80875 0.39750 -0.18252
P -0.32532 -0.48276 0.26912
N -1.96535 1.54905 -0.07528
O -1.15873 0.58310 -0.70094
H 0.27024 -2.73698 -0.37546
H -1.31602 -2.23913 -1.02909
H 0.18892 -1.66039 -1.79747
H -1.38527 2.36499 0.11304
H 2.40097 0.79225 1.56293
C 2.22012 0.95416 0.51801
C -0.28182 -1.93578 -0.86045
H 1.88932 1.92845 0.21739
O -1.06459 -0.67235 1.52426
H -2.28122 1.15788 0.81645
*
```

---

[13]
Computed, not measured: a 2-piece molecular cluster, C2H8NO2P overall in a non-equilibrium geometry, with ωB97M-V with the def2-TZVPD basis set.

Calculated values
- HOMO energy (alpha / beta) (eV) = -10.09 / -10.18
- F_max (Eh/bohr) = 0.07050
- energy above the lowest of the compared OMol25 structures with the same formula, charge and spin (kcal/mol) = 117.2

The geometry in ORCA input format:
```
! wB97M-V def2-TZVPD RIJCOSX def2/J DEFGRID3
* xyz 0 1
H 0.27810 2.35361 -0.81980
H 2.47818 1.97613 0.69769
H -0.65814 -0.01525 2.15557
H -1.49045 -1.44618 1.31712
O -2.23279 0.99164 -0.01004
H -1.00510 -0.29523 -2.48914
H 0.33070 -1.11992 1.33173
H -0.90254 -1.49726 -1.09203
C -0.56118 -0.53190 -1.57037
P -0.80863 0.47805 -0.12644
O 2.05304 1.22003 0.36846
H 0.43784 -0.77682 -1.63880
N 0.08402 1.90368 0.10579
C -0.59775 -0.64696 1.20802
*
```

---

[14]
Computed, not measured: C2H8NO2P as an isolated structure in a non-equilibrium geometry, with ωB97M-V with the def2-TZVPD basis set.

Calculated values
- HOMO energy (eV) = -9.35
- F_max (Eh/bohr) = 0.11552
- energy above the lowest of the compared OMol25 structures with the same formula, charge and spin (kcal/mol) = 58.5

The geometry in ORCA input format:
```
! wB97M-V def2-TZVPD RIJCOSX def2/J DEFGRID3
* xyz 0 1
H 1.65064 -0.14398 0.58423
H 1.64452 -2.00109 0.97216
P -0.42782 1.33763 -0.76234
O 0.53242 1.82791 0.43208
H 0.35288 -0.94009 1.48725
C 1.00411 -1.06483 0.66534
C -0.83279 -0.43601 -0.51848
N 0.16249 -1.37352 -0.40462
O -1.54002 2.26448 -0.79969
H -0.32031 -2.31020 -0.27179
H -1.66762 -0.39164 0.58333
H 0.74949 1.24100 -1.67897
H -1.60941 -0.55360 -1.33995
H 0.30141 2.54394 1.05144
*
```

---

[15]
Computed, not measured: a 2-piece molecular cluster, C2H8NO2P2S overall in a non-equilibrium geometry, with ωB97M-V with the def2-TZVPD basis set.

Calculated values
- HOMO energy (eV) = -14.06
- F_max (Eh/bohr) = 0.06457

The geometry in ORCA input format:
```
! wB97M-V def2-TZVPD RIJCOSX def2/J DEFGRID3
* xyz 1 1
O -0.47584 0.49326 0.19700
H -3.57904 0.10148 0.59243
N 4.45778 1.47809 -1.64855
H -3.07410 -0.24398 2.74868
H 1.39043 1.18215 -1.16925
C 3.36516 1.27714 -1.83697
P -2.92863 -0.78566 1.46027
H 1.81847 -0.01720 -2.39841
H -0.44918 1.13680 0.92564
O 0.08575 -1.20549 2.12174
H 0.93627 -0.73776 2.10359
P -0.80420 -0.93155 0.84608
S -0.76006 -2.38983 -0.37041
C 1.95323 1.01455 -2.08037
H -3.51642 -2.04959 1.36608
H 1.58038 1.67761 -2.85755
*
```

---

[16]
Computed, not measured: C2H8NO2Si as an isolated structure in a non-equilibrium geometry, with ωB97M-V with the def2-TZVPD basis set.

Calculated values
- HOMO energy (eV) = -13.50
- F_max (Eh/bohr) = 0.07860
- energy above the lowest of the compared OMol25 structures with the same formula, charge and spin (kcal/mol) = 0.0

The geometry in ORCA input format:
```
! wB97M-V def2-TZVPD RIJCOSX def2/J DEFGRID3
* xyz 1 1
H -0.99666 -0.76190 -2.34730
H 1.58797 2.17422 -0.56390
Si 0.13296 -1.33294 -1.61679
O 1.49893 2.35131 1.49290
H -0.05064 -2.69965 -1.16712
C 1.21167 1.95696 0.42867
H -0.75117 1.31337 2.30188
O 0.17541 -0.57329 -0.11871
H -1.22951 -0.28653 2.04427
H -1.11381 1.03828 -0.10937
H 1.41716 -1.00748 -2.21129
N -0.49905 0.41721 1.86427
H 0.37668 0.08048 2.29154
C -0.25467 0.58125 0.37965
*
```

---

[17]
Computed, not measured: an isolated ion of composition C2H8NO2Si and charge +1 in a non-equilibrium geometry, with ωB97M-V with the def2-TZVPD basis set.

Calculated values
- HOMO energy (eV) = -14.69
- F_max (Eh/bohr) = 0.10362
- energy above the lowest of the compared OMol25 structures with the same formula, charge and spin (kcal/mol) = 0.0

The geometry in ORCA input format:
```
! wB97M-V def2-TZVPD RIJCOSX def2/J DEFGRID3
* xyz 1 1
C -0.15912 -0.92345 -1.57564
Si -0.67693 -1.31906 1.69908
H 0.33392 1.95449 -0.14654
H -1.25053 0.96306 -1.17483
H -0.77542 -0.97415 -2.60343
O -0.85491 0.00114 0.58094
H 1.26631 0.66900 0.29487
H 0.73711 -1.11208 2.10489
N 0.81388 1.07881 -0.55123
H -1.75783 -0.71211 2.59781
H 1.53503 1.24485 -1.18658
C -0.54444 0.26725 -0.69245
H -0.74688 -2.51592 0.82302
O 0.57762 -1.76440 -1.19388
*
```

---

[18]
Computed, not measured: a 2-piece molecular cluster, C2H8NO4 overall in a non-equilibrium geometry, with ωB97M-V with the def2-TZVPD basis set.

Calculated values
- HOMO energy (eV) = -14.57
- F_max (Eh/bohr) = 0.10237
- energy above the lowest of the compared OMol25 structures with the same formula, charge and spin (kcal/mol) = 118.1

The geometry in ORCA input format:
```
! wB97M-V def2-TZVPD RIJCOSX def2/J DEFGRID3
* xyz 1 1
H -2.87301 0.81770 -0.08198
N -1.55103 -0.88158 -0.28250
H -1.95803 -1.80875 -0.09199
H 1.24989 -1.34764 0.77349
C -2.27949 0.22692 -0.86025
O 0.31163 -1.60938 0.78367
H -2.97001 -0.03434 -1.61792
O 3.51513 -0.15301 -0.38893
H -1.35252 0.87099 -1.22265
C -0.34283 -0.60998 0.21649
H 3.61993 0.73753 -0.80902
H 4.03192 -0.85159 -0.81152
H 1.08932 0.59987 0.20459
O 0.00021 0.57244 0.21616
O 2.08000 -0.21143 -0.38942
*
```